No. 1
{"formula": "C29H70NO13", "method": "wB97M-V/def2-TZVPD", "elements": ["C", "C", "O", "C", "C", "O", "C", "C", "O", "C", "C", "C", "N", "H", "H", "H", "H", "H", "H", "H", "H", "H", "H", "H", "H", "H", "H", "H", "H", "H", "H", "H", "H", "C", "O", "C", "C", "O", "C", "H", "H", "H", "H", "H", "H", "H", "H", "H", "H", "C", "O", "C", "C", "O", "C", "H", "H", "H", "H", "H", "H", "H", "H", "H", "H", "C", "O", "C", "C", "O", "C", "H", "H", "H", "H", "H", "H", "H", "H", "H", "H", "C", "O", "C", "C", "O", "C", "H", "H", "H", "H", "H", "H", "H", "H", "H", "H", "C", "O", "C", "C", "O", "C", "H", "H", "H", "H", "H", "H", "H", "H", "H", "H"], "positions_angstrom": [[0.755, 4.191, 3.122], [0.630, 3.732, 1.678], [-0.563, 3.028, 1.370], [-0.631, 1.737, 1.965], [-1.781, 0.943, 1.346], [-2.964, 0.948, 2.105], [-3.652, 2.190, 2.152], [-4.092, 2.513, 3.589], [-3.128, 2.171, 4.528], [-2.356, 3.366, 5.054], [-1.248, 3.058, 5.954], [-1.628, 2.307, 7.220], [-0.506, 1.558, 7.832], [0.758, 3.369, 3.836], [1.694, 4.742, 3.243], [-0.068, 4.851, 3.397], [0.635, 4.594, 1.004], [1.494, 3.098, 1.406], [0.325, 1.221, 1.769], [-0.786, 1.793, 3.051], [-1.956, 1.318, 0.323], [-1.488, -0.109, 1.269], [-4.535, 2.118, 1.496], [-3.015, 2.995, 1.771], [-4.288, 3.601, 3.617], [-5.045, 2.008, 3.815], [-2.002, 3.889, 4.154], [-3.129, 4.000, 5.522], [-0.467, 2.489, 5.416], [-2.450, 1.583, 7.073], [-1.979, 2.995, 8.007], [-0.039, 1.068, 7.071], [0.175, 2.251, 8.131], [0.089, 2.284, -1.645], [0.798, 2.151, -2.869], [1.476, 3.329, -3.257], [2.949, 3.291, -2.901], [3.170, 3.298, -1.503], [3.426, 2.021, -0.952], [-0.231, 1.288, -1.343], [0.711, 2.707, -0.855], [-0.795, 2.917, -1.766], [1.013, 4.208, -2.794], [1.380, 3.428, -4.343], [3.431, 4.181, -3.316], [3.412, 2.410, -3.360], [4.409, 1.648, -1.265], [2.663, 1.295, -1.241], [3.420, 2.133, 0.131], [-1.289, -4.201, -3.422], [-2.361, -4.397, -2.522], [-1.948, -4.503, -1.167], [-2.138, -3.213, -0.402], [-1.290, -2.187, -0.888], [-1.945, -1.245, -1.716], [-1.721, -3.987, -4.398], [-0.656, -3.363, -3.118], [-0.670, -5.103, -3.498], [-0.897, -4.809, -1.116], [-2.555, -5.284, -0.698], [-1.884, -3.384, 0.648], [-3.187, -2.902, -0.444], [-2.644, -0.635, -1.136], [-2.484, -1.726, -2.538], [-1.175, -0.597, -2.133], [-8.091, -6.894, 0.531], [-7.566, -7.011, -0.777], [-6.950, -5.825, -1.249], [-5.442, -5.878, -1.135], [-5.018, -5.934, 0.217], [-4.638, -7.226, 0.644], [-8.396, -7.892, 0.845], [-7.348, -6.507, 1.233], [-8.967, -6.236, 0.547], [-7.326, -4.956, -0.699], [-7.222, -5.704, -2.302], [-5.019, -4.972, -1.580], [-5.054, -6.737, -1.693], [-3.689, -7.530, 0.185], [-5.400, -7.972, 0.403], [-4.506, -7.182, 1.724], [6.141, 5.691, -4.990], [5.105, 6.270, -4.223], [5.310, 6.168, -2.822], [5.828, 7.457, -2.224], [7.121, 7.790, -2.703], [7.113, 8.773, -3.717], [5.958, 5.956, -6.030], [7.124, 6.064, -4.690], [6.136, 4.599, -4.898], [6.003, 5.350, -2.598], [4.349, 5.927, -2.360], [5.892, 7.340, -1.139], [5.124, 8.269, -2.436], [6.829, 9.753, -3.316], [6.428, 8.514, -4.528], [8.127, 8.837, -4.111], [1.209, -5.806, 0.738], [1.685, -5.912, -0.591], [2.164, -4.685, -1.118], [3.675, -4.610, -1.097], [4.195, -4.602, 0.220], [4.676, -5.858, 0.652], [0.990, -6.813, 1.089], [1.941, -5.343, 1.404], [0.289, -5.212, 0.769], [1.742, -3.840, -0.564], [1.821, -4.610, -2.154], [3.989, -3.682, -1.585], [4.092, -5.450, -1.665], [5.593, -6.135, 0.117], [3.933, -6.647, 0.510], [4.904, -5.765, 1.713]], "atomic_forces_ev_per_a": [[0.0, 0.0, -0.1], [0.1, -0.1, 0.0], [0.0, 0.1, 0.1], [0.0, -0.1, 0.0], [0.1, 0.0, 0.0], [-0.2, -0.1, -0.2], [0.1, 0.1, 0.0], [0.1, 0.0, 0.0], [-0.1, 0.0, 0.0], [0.2, 0.4, 0.1], [0.1, -0.2, -0.1], [-0.1, 0.1, 0.1], [0.0, 0.0, 0.1], [0.0, 0.0, 0.0], [-0.1, 0.0, 0.0], [0.0, 0.0, 0.0], [0.0, 0.0, 0.0], [-0.1, 0.1, 0.0], [-0.1, 0.0, 0.0], [0.0, 0.0, -0.1], [0.0, 0.0, 0.1], [0.0, 0.1, 0.0], [0.0, 0.1, 0.1], [0.1, -0.1, 0.1], [-0.2, -0.1, 0.0], [0.1, -0.1, 0.0], [0.0, 0.0, 0.0], [0.0, -0.1, 0.0], [-0.1, 0.0, 0.1], [0.1, 0.0, 0.0], [-0.1, -0.1, -0.1], [0.0, 0.0, 0.0], [0.0, 0.0, -0.1], [0.0, 0.0, 0.1], [0.0, 0.0, 0.0], [0.0, 0.0, 0.0], [0.0, 0.0, -0.1], [0.0, 0.1, 0.0], [0.0, 0.0, 0.0], [0.0, 0.0, 0.0], [0.0, 0.0, 0.0], [0.0, 0.0, 0.0], [0.0, 0.0, 0.0], [0.0, 0.0, 0.0], [0.0, 0.0, -0.1], [0.0, 0.0, 0.0], [0.0, 0.0, 0.0], [0.0, 0.0, 0.0], [0.0, 0.0, 0.0], [0.0, 0.0, 0.0], [0.0, 0.0, 0.0], [0.0, -0.1, 0.0], [0.0, 0.0, 0.0], [0.1, -0.1, -0.1], [0.0, 0.1, 0.0], [0.0, 0.0, 0.0], [0.0, 0.0, 0.0], [0.0, 0.0, 0.0], [0.0, 0.0, 0.0], [0.0, 0.0, 0.0], [0.0, 0.0, 0.0], [0.0, 0.0, 0.0], [0.0, 0.0, 0.0], [0.0, 0.0, 0.0], [0.0, 0.0, 0.0], [0.0, 0.0, 0.0], [0.0, 0.0, 0.0], [0.0, 0.0, 0.0], [0.1, 0.0, 0.0], [0.0, 0.0, 0.0], [0.0, 0.0, 0.0], [0.0, 0.0, 0.0], [0.0, 0.0, 0.0], [0.0, 0.0, 0.0], [0.0, 0.0, 0.0], [0.0, 0.0, 0.0], [0.0, 0.0, 0.0], [0.0, 0.0, 0.0], [0.0, 0.0, 0.0], [0.0, 0.0, 0.0], [0.0, 0.0, 0.0], [0.0, 0.0, 0.0], [0.0, 0.0, 0.0], [0.0, 0.0, 0.0], [0.0, 0.1, 0.0], [0.0, 0.0, 0.0], [0.0, 0.0, 0.0], [0.0, 0.0, 0.0], [0.0, 0.0, 0.0], [0.0, 0.0, 0.0], [0.0, 0.0, 0.0], [0.0, 0.0, 0.0], [0.0, 0.0, 0.0], [0.0, 0.0, 0.0], [0.0, 0.0, 0.0], [0.0, 0.0, 0.0], [0.0, 0.0, 0.0], [-0.1, 0.1, 0.0], [0.0, 0.0, 0.0], [-0.1, 0.0, 0.0], [0.0, 0.0, 0.0], [0.0, 0.0, 0.0], [0.0, 0.0, 0.0], [0.0, 0.0, 0.0], [0.0, 0.0, 0.0], [0.0, 0.0, 0.1], [0.0, 0.0, 0.0], [0.0, 0.0, 0.0], [0.0, 0.0, 0.0], [0.0, 0.0, 0.0], [0.0, 0.0, 0.0], [0.0, 0.0, 0.0], [0.0, 0.0, 0.0]], "lowdin_charge": [-0.075, -0.283, -0.183, -0.172, -0.196, -0.136, -0.188, -0.261, -0.180, -0.301, -0.269, -0.401, -0.064, 0.054, 0.074, 0.071, 0.116, 0.098, 0.125, 0.122, 0.111, 0.119, 0.114, 0.112, 0.110, 0.109, 0.073, 0.092, 0.007, 0.083, 0.079, 0.032, 0.031, -0.095, -0.186, -0.205, -0.205, -0.191, -0.106, 0.070, 0.066, 0.101, 0.129, 0.124, 0.102, 0.128, 0.087, 0.085, 0.083, -0.111, -0.190, -0.194, -0.192, -0.194, -0.105, 0.088, 0.081, 0.088, 0.104, 0.113, 0.129, 0.130, 0.086, 0.085, 0.080, -0.114, -0.190, -0.203, -0.206, -0.200, -0.114, 0.087, 0.084, 0.088, 0.128, 0.125, 0.120, 0.131, 0.085, 0.084, 0.091, -0.114, -0.195, -0.208, -0.199, -0.189, -0.118, 0.088, 0.083, 0.087, 0.132, 0.117, 0.128, 0.127, 0.088, 0.082, 0.087, -0.104, -0.196, -0.207, -0.205, -0.184, -0.116, 0.091, 0.088, 0.075, 0.131, 0.119, 0.126, 0.125, 0.087, 0.082, 0.089], "orbital_gap_ev": 3.70, "lumo_energy_ev": 2.03, "spin_multiplicity": 1, "total_charge": -1, "homo_energy_ev": -1.7}

No. 2
{"formula": "C29H71Cl2F3N4O13", "method": "wB97M-V/def2-TZVPD", "elements": ["C", "C", "N", "C", "C", "Cl", "O", "C", "C", "C", "C", "C", "N", "C", "C", "C", "C", "C", "Cl", "N", "C", "C", "N", "C", "F", "F", "F", "H", "H", "H", "H", "H", "H", "H", "H", "H", "H", "H", "H", "H", "H", "H", "H", "H", "H", "H", "H", "H", "H", "H", "C", "O", "H", "H", "H", "H", "C", "O", "H", "H", "H", "H", "C", "O", "H", "H", "H", "H", "C", "O", "H", "H", "H", "H", "C", "O", "H", "H", "H", "H", "C", "O", "H", "H", "H", "H", "C", "O", "H", "H", "H", "H", "C", "O", "H", "H", "H", "H", "C", "O", "H", "H", "H", "H", "C", "O", "H", "H", "H", "H", "C", "O", "H", "H", "H", "H", "C", "O", "H", "H", "H", "H"], "positions_angstrom": [[-4.190, 3.550, -0.467], [-4.159, 2.218, 0.230], [-5.251, 1.618, 0.456], [-2.840, 1.661, 0.703], [-1.640, 1.869, -0.209], [-2.081, 1.484, -1.917], [-0.567, 1.038, 0.089], [0.056, 1.378, 1.319], [-0.340, 0.460, 2.452], [-0.066, 0.818, 3.775], [-0.421, -0.088, 4.767], [-1.043, -1.288, 4.440], [-1.314, -1.637, 3.180], [-0.951, -0.777, 2.227], [1.609, 1.440, 1.120], [2.042, 2.884, 1.371], [3.412, 3.086, 2.046], [3.408, 4.492, 2.678], [4.931, 5.389, 2.307], [1.975, 0.840, -0.177], [1.891, -0.650, -0.070], [1.117, -1.315, -1.170], [-0.080, -1.665, -1.008], [3.239, 1.187, -0.670], [4.263, 0.986, 0.186], [3.302, 2.463, -1.060], [3.522, 0.442, -1.753], [-3.246, 4.055, -0.311], [-5.003, 4.142, -0.070], [-4.330, 3.367, -1.528], [-5.083, 0.737, 0.939], [-2.936, 0.605, 0.934], [-2.604, 2.164, 1.647], [-1.346, 2.920, -0.228], [-0.308, 2.374, 1.580], [0.401, 1.763, 4.017], [-0.213, 0.133, 5.805], [-1.334, -1.977, 5.219], [-1.140, -1.069, 1.201], [2.049, 0.830, 1.913], [2.057, 3.483, 0.471], [1.338, 3.393, 2.024], [4.221, 3.073, 1.330], [3.561, 2.364, 2.845], [2.624, 5.102, 2.247], [3.336, 4.461, 3.757], [2.884, -1.085, 0.013], [1.377, -0.918, 0.848], [1.656, -1.523, -2.093], [-0.382, -2.112, -1.875], [0.220, 6.097, -0.840], [0.651, 4.788, -0.456], [-0.051, 6.632, 0.068], [1.032, 6.630, -1.331], [-0.648, 6.049, -1.506], [0.891, 4.316, -1.260], [-2.241, -4.261, -0.290], [-2.266, -4.419, -1.712], [-1.237, -4.482, 0.061], [-2.498, -3.237, -0.016], [-2.948, -4.952, 0.175], [-3.161, -4.218, -2.001], [-0.311, -0.265, -4.742], [-0.042, -1.632, -4.438], [-0.732, 0.196, -3.849], [0.607, 0.263, -5.014], [-1.036, -0.185, -5.557], [0.326, -2.050, -5.221], [2.033, -4.585, -2.731], [2.428, -4.209, -1.416], [0.958, -4.751, -2.712], [2.257, -3.790, -3.450], [2.531, -5.506, -3.043], [3.378, -4.062, -1.423], [-2.226, -8.547, -0.785], [-1.485, -7.458, -1.320], [-1.521, -9.346, -0.575], [-2.728, -8.265, 0.146], [-2.969, -8.902, -1.505], [-2.105, -6.742, -1.508], [7.267, 8.209, 2.873], [7.576, 8.579, 4.213], [6.195, 8.042, 2.818], [7.538, 9.007, 2.176], [7.783, 7.288, 2.590], [8.523, 8.726, 4.267], [0.970, -10.629, -1.790], [1.670, -9.502, -2.312], [1.689, -11.418, -1.602], [0.482, -10.366, -0.849], [0.223, -10.982, -2.508], [1.025, -8.804, -2.466], [2.441, -10.667, 1.520], [2.401, -11.886, 0.783], [1.512, -10.138, 1.330], [2.527, -10.859, 2.593], [3.274, -10.039, 1.196], [3.223, -12.354, 0.948], [2.745, 9.342, 0.488], [2.674, 8.112, -0.227], [1.883, 9.938, 0.200], [2.713, 9.172, 1.568], [3.655, 9.893, 0.238], [3.436, 7.582, 0.028], [-2.393, 5.544, 2.397], [-2.791, 5.988, 1.105], [-3.295, 5.419, 2.991], [-1.870, 4.583, 2.340], [-1.746, 6.276, 2.887], [-1.994, 6.100, 0.579], [-6.356, -5.608, 0.362], [-5.608, -4.522, -0.176], [-5.656, -6.413, 0.576], [-6.856, -5.320, 1.290], [-7.100, -5.968, -0.352], [-6.221, -3.806, -0.365], [-4.561, 4.290, -4.981], [-3.995, 3.492, -3.947], [-5.297, 4.944, -4.521], [-3.799, 4.904, -5.468], [-5.060, 3.670, -5.730], [-3.342, 2.909, -4.341]], "atomic_forces_ev_per_a": [[0.3, -0.6, 0.2], [-0.3, 0.0, 0.0], [-0.2, -0.1, 0.1], [0.2, 0.1, 0.1], [-0.5, 0.0, -0.5], [0.1, 0.0, 0.2], [0.0, 0.0, 0.4], [-0.3, -0.2, -0.4], [0.0, -0.2, 0.4], [-0.4, -0.8, -0.4], [0.1, 0.2, 0.2], [0.2, 0.4, -0.5], [0.1, 0.2, 0.2], [0.0, 0.2, -0.2], [-0.3, 0.4, 0.3], [1.1, 0.2, 0.1], [-0.5, 0.8, 0.2], [0.5, -0.2, -0.4], [-0.1, 0.0, 0.1], [0.4, -0.4, 0.4], [-0.5, -0.1, 0.2], [0.4, 0.1, -0.3], [-0.1, -0.2, -0.2], [-0.4, -0.2, -0.5], [0.3, 0.0, 0.3], [0.1, 0.4, 0.0], [0.0, -0.1, -0.1], [0.0, 0.4, -0.1], [-0.1, 0.2, 0.0], [0.0, 0.2, -0.2], [0.0, -0.1, 0.0], [0.0, -0.2, -0.1], [0.0, 0.0, 0.1], [0.2, 0.0, 0.0], [0.3, 0.2, 0.1], [0.1, 0.1, 0.1], [0.0, 0.0, 0.1], [0.0, -0.1, 0.0], [0.0, -0.1, -0.1], [0.1, -0.1, 0.1], [-0.3, -0.1, -0.1], [-0.4, -0.3, 0.1], [0.2, -0.4, 0.0], [0.3, -0.3, -0.1], [-0.2, 0.1, 0.1], [-0.1, 0.1, 0.1], [0.2, 0.0, -0.1], [-0.1, 0.2, 0.2], [0.1, 0.1, -0.2], [-0.3, -0.1, 0.1], [0.0, -0.3, -0.3], [-0.3, 0.2, -0.1], [0.1, 0.1, 0.1], [-0.1, 0.2, 0.1], [0.0, 0.0, 0.0], [0.0, -0.1, 0.0], [-0.2, 0.0, 0.0], [0.1, -0.2, 0.0], [0.1, 0.0, -0.1], [0.0, 0.0, 0.1], [0.0, 0.1, 0.1], [0.0, 0.0, 0.0], [0.1, -0.2, 0.0], [0.0, 0.1, 0.1], [0.1, -0.1, 0.0], [0.0, 0.1, 0.0], [0.0, 0.1, 0.0], [0.0, 0.0, 0.0], [0.1, 0.0, 0.1], [0.0, 0.0, 0.0], [0.0, 0.0, 0.0], [-0.1, 0.0, 0.0], [-0.1, 0.0, 0.0], [0.0, 0.0, 0.0], [0.0, 0.3, -0.1], [-0.1, -0.2, 0.1], [0.0, 0.0, 0.0], [0.0, -0.1, 0.0], [0.0, -0.1, 0.1], [0.2, 0.2, -0.1], [0.2, 0.1, 0.2], [-0.1, 0.0, -0.1], [0.0, 0.0, 0.0], [0.0, -0.1, -0.1], [-0.1, 0.0, -0.1], [0.0, 0.0, 0.0], [-0.1, 0.4, -0.3], [0.0, -0.1, 0.0], [0.1, 0.0, 0.0], [0.0, -0.2, 0.0], [0.0, -0.1, 0.1], [0.0, 0.0, 0.1], [0.1, -0.2, -0.1], [0.0, 0.1, 0.1], [0.0, 0.0, 0.0], [0.0, 0.1, 0.0], [0.0, 0.1, 0.0], [0.0, 0.0, 0.0], [0.1, -0.2, 0.0], [0.0, 0.1, 0.1], [0.0, 0.0, 0.0], [0.0, 0.1, 0.0], [0.0, 0.1, 0.0], [0.0, -0.1, 0.0], [0.0, 0.1, -0.2], [0.1, 0.0, 0.2], [0.0, 0.0, 0.0], [0.0, 0.0, 0.1], [0.0, 0.0, 0.1], [-0.1, 0.0, -0.1], [0.0, 0.2, -0.1], [0.0, -0.1, 0.0], [0.0, 0.0, 0.0], [0.0, -0.1, 0.0], [0.0, -0.1, 0.0], [0.0, 0.0, 0.0], [0.1, -0.2, 0.1], [-0.1, 0.1, -0.1], [0.0, 0.0, 0.0], [-0.1, 0.0, 0.0], [0.0, 0.1, 0.0], [0.0, 0.0, 0.1]], "lowdin_charge": [-0.045, -0.447, 0.137, -0.140, -0.663, 0.737, -0.146, -0.229, -0.152, -0.011, -0.062, -0.145, 0.080, -0.096, -0.190, -0.154, -0.237, -0.545, 0.550, 0.039, -0.104, -0.209, 0.161, -0.664, 0.142, 0.156, 0.149, 0.049, 0.086, 0.052, 0.047, 0.115, 0.127, 0.095, 0.128, 0.117, 0.099, 0.100, 0.091, 0.145, 0.087, 0.106, 0.073, 0.114, 0.058, 0.069, 0.127, 0.116, 0.103, 0.049, -0.127, -0.137, 0.074, 0.069, 0.088, 0.087, -0.157, -0.138, 0.082, 0.070, 0.063, 0.072, -0.153, -0.136, 0.013, 0.079, 0.076, 0.074, -0.151, -0.132, 0.078, 0.069, 0.076, 0.073, -0.152, -0.127, 0.055, 0.074, 0.079, 0.045, -0.177, -0.125, 0.041, 0.075, 0.073, 0.070, -0.160, -0.122, 0.066, 0.051, 0.080, 0.064, -0.152, -0.134, 0.069, 0.074, 0.081, 0.074, -0.148, -0.138, 0.078, 0.076, 0.076, 0.066, -0.142, -0.126, 0.083, 0.062, 0.078, 0.034, -0.151, -0.131, 0.072, 0.077, 0.076, 0.076, -0.152, -0.150, 0.079, 0.075, 0.076, 0.054], "orbital_gap_ev": 9.76, "lumo_energy_ev": 0.35, "spin_multiplicity": 1, "homo_energy_ev": -9.4}